106
Properties=species:S:1:pos:R:3:forces:R:3:lowdin_charge:R:1 method="wB97M-V/def2-TZVPD" orbital_gap_ev="8.0 / 8.3" total_energy_ev=-83603.9215 s_squared=0.755 molar_mass_g_mol=749.839 lumo_energy_ev="-1.15 / -1.15" multiplicity=2
C 4.24242 1.47191 4.18491 1.282 0.305 0.268 -0.0577
C 4.65700 2.67761 3.11416 1.097 -2.562 -1.310 -0.4032
C 6.04639 2.11107 2.37250 -0.488 -0.301 -0.654 -0.0623
C 3.56590 2.85741 1.88504 0.994 1.153 -1.191 -0.0721
C 2.10581 3.48863 2.40205 1.779 -2.270 2.622 -0.4329
N 1.30296 2.25440 2.86487 -0.360 0.829 -1.408 0.0422
S 1.29873 4.38754 0.98484 4.741 -2.031 -8.916 0.9209
O 2.34476 5.27895 0.20466 -3.816 -2.108 4.112 -0.3487
O 0.90186 3.27879 -0.06833 -0.043 3.568 4.747 -0.3449
C -0.10386 5.54462 1.42253 -0.893 3.640 -1.778 -0.2381
F 0.46548 6.64098 2.23626 -2.134 -3.481 -1.946 0.0143
F -0.49712 6.19769 0.11447 1.475 -2.341 4.295 0.0133
C -1.46357 4.85388 1.99015 -2.660 -1.202 -1.942 -0.0928
F -2.61582 5.56332 1.31493 3.658 -2.253 2.835 0.0360
F -1.61473 3.42277 1.52461 0.974 4.663 1.564 0.0198
C -1.65950 4.81536 3.60562 -1.843 -2.555 2.020 -0.0825
F -2.95406 4.07109 3.84698 4.163 2.376 -1.028 0.0266
F -0.63023 4.03290 4.35284 -3.194 2.612 -3.025 0.0417
C -1.82174 6.24646 4.36709 0.780 1.782 2.957 -0.1266
F -2.06298 7.42278 3.50815 0.603 -4.455 3.197 0.0693
F -0.52923 6.47877 5.11448 -4.395 -0.419 -2.682 0.0176
F -2.85672 6.07114 5.44444 3.563 1.129 -4.137 0.0435
C 2.44919 4.37611 3.72913 0.517 -0.027 0.959 -0.0806
C 3.96262 5.00994 3.78350 -0.504 2.668 0.862 -0.4118
C 4.26847 6.14898 2.62895 -0.203 -0.029 0.093 -0.0470
C 4.04952 5.83311 5.23758 -0.293 0.948 -1.089 -0.0703
N 5.06124 3.97209 3.78452 -1.770 -1.139 2.551 -0.1233
O 5.60601 3.77949 4.99783 -0.633 0.195 -2.942 -0.0484
H 3.56370 1.83959 5.06378 1.103 -0.797 -1.872 0.0871
H 3.81902 0.54231 3.60855 0.594 1.944 1.089 0.0936
H 5.27024 1.12184 4.66808 -2.292 0.766 -0.942 0.0989
H 6.98446 2.23571 3.06720 -1.996 -0.037 -1.347 0.0980
H 5.92983 0.96325 2.13029 0.136 2.255 0.553 0.0925
H 6.19022 2.65053 1.31899 -0.121 -0.991 2.441 0.0974
H 4.10341 3.57737 1.09845 -1.432 -1.404 1.747 0.1226
H 3.41848 1.83366 1.28952 0.150 2.232 1.607 0.1572
H 0.45465 2.11905 2.26792 0.969 0.192 0.588 0.0551
H 1.86074 1.37995 2.74218 -0.463 1.243 -0.076 0.0730
H 2.38288 3.62516 4.65586 -0.017 1.554 -2.257 0.1382
H 1.69970 5.23952 3.97459 1.371 -1.604 -0.704 0.1104
H 3.33119 6.87951 2.51762 2.099 -1.687 0.203 0.1026
H 4.52188 5.68033 1.58715 -0.652 0.909 2.027 0.0759
H 5.19629 6.77078 2.97772 -1.764 -1.178 -0.615 0.0933
H 3.73214 5.17783 6.15353 0.800 1.297 -1.822 0.0952
H 3.30794 6.75958 5.11452 1.414 -2.069 0.362 0.0993
H 5.12577 6.32150 5.34558 -2.321 -1.393 -0.035 0.1020
C -1.60315 -3.46226 4.20481 -0.189 -0.029 -0.167 -0.0798
C -0.56303 -2.35723 4.23468 0.033 -0.005 -0.054 -0.2741
O -0.16494 -1.91060 2.93993 0.033 0.059 -0.055 -0.1796
C -1.19312 -1.36514 2.11070 0.165 0.098 0.152 -0.2779
C -1.86405 -0.13927 2.70998 -0.139 -0.113 0.127 -0.0685
H -1.24085 -4.31547 3.62323 0.007 0.074 0.103 0.0819
H -1.83267 -3.79818 5.22029 0.058 0.036 -0.107 0.0787
H -2.53750 -3.12750 3.74454 0.044 -0.017 0.124 0.0668
H 0.33999 -2.73840 4.72365 -0.003 0.146 -0.262 0.1194
H -0.90353 -1.50860 4.83686 -0.093 -0.014 -0.002 0.1058
H -1.92568 -2.13837 1.86163 -0.102 0.012 0.039 0.1078
H -0.71177 -1.07985 1.16786 0.097 -0.153 0.224 0.1099
H -2.38085 -0.37806 3.64476 -0.001 0.049 -0.132 0.0720
H -2.60475 0.26359 2.01301 0.103 -0.016 0.051 0.0825
H -1.12499 0.63379 2.93110 -0.035 -0.018 -0.014 0.0584
C 0.95147 -3.52341 0.11525 0.085 -0.205 0.005 -0.0716
C 0.59703 -2.80712 -1.17515 -0.024 -0.137 -0.034 -0.2731
O 1.60805 -2.89865 -2.17704 0.162 -0.025 -0.110 -0.1629
C 1.94819 -4.21414 -2.61984 -0.148 0.250 -0.032 -0.2718
C 0.77823 -4.96371 -3.23741 -0.131 -0.036 0.180 -0.0777
H 1.89568 -3.14458 0.51827 -0.135 0.018 0.019 0.0881
H 0.16469 -3.37794 0.86127 0.174 0.008 -0.077 0.0549
H 1.07137 -4.59998 -0.03817 -0.084 0.061 0.014 0.0688
H 0.46734 -1.74086 -0.96043 0.170 -0.070 -0.231 0.1128
H -0.36013 -3.15887 -1.57371 -0.016 -0.033 0.035 0.0952
H 2.39761 -4.78270 -1.80050 -0.067 -0.080 0.047 0.1033
H 2.73082 -4.09297 -3.37803 -0.127 0.207 0.188 0.1181
H -0.02301 -5.13113 -2.51085 0.086 -0.030 -0.088 0.0710
H 1.10714 -5.94119 -3.60218 -0.008 0.093 -0.001 0.0783
H 0.35463 -4.39678 -4.06920 0.055 -0.025 0.041 0.0636
C -3.09597 -0.43966 -3.50999 -0.173 0.064 0.170 -0.0758
C -2.69201 -1.84910 -3.90257 0.032 -0.008 0.074 -0.2858
O -2.72835 -2.77745 -2.82037 0.022 -0.062 0.088 -0.1828
C -3.99542 -2.96818 -2.18756 0.118 -0.099 -0.168 -0.2728
C -5.06747 -3.49153 -3.13037 -0.014 0.156 -0.123 -0.0756
H -2.46417 -0.07141 -2.69594 -0.005 -0.031 -0.129 0.0819
H -3.00167 0.23665 -4.36466 0.026 -0.085 0.093 0.0800
H -4.13256 -0.39665 -3.16280 0.058 0.024 -0.115 0.0668
H -1.65743 -1.83040 -4.26191 -0.079 -0.190 0.207 0.1191
H -3.29976 -2.21823 -4.73511 -0.095 0.049 0.001 0.0985
H -4.31370 -2.04416 -1.69619 -0.071 0.062 -0.052 0.1038
H -3.83573 -3.70345 -1.39011 0.205 0.135 -0.178 0.1180
H -5.28083 -2.78001 -3.93419 -0.042 -0.065 0.120 0.0682
H -5.99858 -3.66531 -2.58307 0.104 -0.010 -0.045 0.0779
H -4.74727 -4.42645 -3.59525 -0.026 0.026 0.052 0.0803
C -1.61054 -4.72269 -6.45745 0.007 0.233 -0.092 -0.0747
C -2.58697 -5.81679 -6.84906 -0.079 0.053 0.013 -0.2722
O -3.89910 -5.33713 -7.13638 -0.076 0.065 -0.003 -0.1683
C -4.01377 -4.40124 -8.21028 -0.029 -0.245 0.077 -0.2767
C -3.54657 -4.95661 -9.54645 0.213 -0.015 0.026 -0.0830
H -1.98716 -4.16139 -5.59690 0.056 -0.127 -0.021 0.0646
H -0.63787 -5.15275 -6.20111 -0.125 0.023 -0.011 0.0722
H -1.45559 -4.00725 -7.27050 0.067 -0.099 0.034 0.0717
H -2.68731 -6.51424 -6.01041 -0.228 0.122 -0.146 0.1195
H -2.20793 -6.40304 -7.69249 0.062 0.056 -0.038 0.1051
H -3.49018 -3.47420 -7.95925 0.102 0.018 -0.053 0.1026
H -5.07717 -4.14523 -8.28570 0.157 -0.169 0.211 0.1184
H -2.48112 -5.20650 -9.52971 -0.098 0.097 -0.044 0.0659
H -3.70326 -4.21736 -10.33744 -0.013 -0.088 0.077 0.0774
H -4.09412 -5.86787 -9.79646 -0.025 0.080 0.008 0.0813